DFT (the ωB97M-V functional and the def2-TZVPD basis) results for 2 unconnected molecules or ions with the total composition C26H42BrF4N6S2 at a distorted geometry.

Last column: Löwdin charge in e.
Cartesian coordinates (Å):
C (2.934, -1.122, 3.782)  -0.09
C (1.510, -0.825, 3.125)  -0.27
N (0.369, -0.812, 4.098)  -0.20
C (0.010, -2.180, 4.569)  -0.26
C (0.861, -2.644, 5.881)  -0.09
C (-0.744, -0.204, 3.317)  -0.97
S (-1.917, -1.070, 2.501)  0.66
S (-0.851, 1.662, 3.178)  0.81
C (-1.123, 2.132, 1.402)  -0.47
C (-0.398, 1.150, 0.338)  -0.24
C (0.399, 1.913, -0.822)  -0.10
C (-0.164, 1.716, -2.301)  -0.27
F (-1.572, 1.496, -2.192)  0.04
N (-0.036, 3.070, -2.987)  0.09
C (1.358, 3.442, -3.377)  -0.55
Br (2.275, 4.627, -2.031)  0.74
C (2.328, 2.237, -3.779)  -0.18
N (2.010, 0.970, -3.116)  -0.09
C (3.016, -0.094, -3.299)  -0.26
C (3.828, -0.408, -2.061)  0.01
C (4.933, -1.466, -2.115)  0.00
C (5.035, -2.075, -3.515)  -0.04
C (4.136, -1.573, -4.614)  -0.11
N (3.109, -0.603, -4.613)  0.12
C (0.601, 0.548, -3.151)  -0.27
C (0.053, 0.567, -4.677)  -0.10
C (-1.433, 0.012, -4.888)  -0.07
C (-1.412, -1.305, -5.819)  -0.40
F (-2.784, -1.580, -6.106)  0.05
F (-0.781, -2.402, -5.218)  0.09
F (-0.843, -0.995, -7.090)  0.06
C (0.297, -0.920, -2.592)  -0.14
N (0.888, -1.232, -1.254)  -0.10
C (-0.094, -2.113, -0.499)  -0.13
H (3.108, -0.562, 4.753)  0.08
H (3.727, -0.757, 3.028)  0.08
H (3.140, -2.249, 3.896)  0.08
H (1.566, 0.248, 2.705)  0.10
H (1.304, -1.499, 2.210)  0.11
H (0.274, -2.906, 3.716)  0.11
H (-1.089, -2.281, 4.891)  0.09
H (1.536, -3.523, 5.567)  0.07
H (1.591, -1.810, 6.185)  0.07
H (0.156, -2.950, 6.714)  0.07
H (-0.728, 3.210, 1.302)  0.08
H (-2.231, 2.140, 1.138)  0.08
H (0.376, 0.560, 0.953)  0.08
H (-1.158, 0.386, -0.008)  0.07
H (0.343, 3.034, -0.546)  0.08
H (1.504, 1.646, -0.695)  0.12
H (-0.716, 3.046, -3.781)  0.19
H (-0.393, 3.842, -2.380)  0.17
H (1.271, 4.110, -4.310)  0.13
H (2.285, 2.148, -4.931)  0.14
H (3.401, 2.587, -3.557)  0.13
H (3.631, 0.122, -1.075)  0.11
H (5.537, -1.746, -1.201)  0.11
H (5.787, -2.899, -3.720)  0.10
H (4.302, -2.058, -5.643)  0.12
H (0.060, 1.624, -5.142)  0.12
H (0.717, -0.050, -5.388)  0.13
H (-2.031, 0.781, -5.503)  0.14
H (-2.039, -0.193, -3.957)  0.12
H (0.760, -1.648, -3.357)  0.14
H (-0.805, -1.190, -2.533)  0.12
H (1.655, -1.901, -1.462)  0.10
H (-0.196, -3.100, -1.092)  0.10
H (0.361, -2.374, 0.507)  0.07
H (-1.139, -1.672, -0.454)  0.07
C (-4.441, 1.846, 5.528)  -0.11
C (-5.545, 1.144, 4.744)  -0.27
C (-5.957, -0.194, 5.363)  -0.18
C (-4.781, -1.124, 5.394)  -0.20
N (-3.858, -1.850, 5.417)  0.14
H (-3.521, 1.256, 5.544)  0.06
H (-4.201, 2.808, 5.067)  0.07
H (-4.750, 2.031, 6.561)  0.08
H (-5.206, 0.988, 3.715)  0.11
H (-6.420, 1.799, 4.698)  0.11
H (-6.757, -0.650, 4.776)  0.12
H (-6.325, -0.050, 6.382)  0.12

Output
Strongest force on any atom in hartree/bohr: 0.117
E_HOMO in eV: -10.35
Kohn-Sham gap in Ha: 0.26409
Total charge: +1